{
  "formula": "C12H23F6NO8S2Zr",
  "method": "wB97M-V/def2-TZVPD",
  "lumo_ev": -6.8292,
  "homo_energy_ha": -0.636,
  "charge": 2,
  "molar_mass_g_mol": 578.7,
  "e_above_lowest_kcal_mol": 0.0,
  "homo_lumo_gap_ha": 0.3846,
  "largest_force_ev_per_a": 1.41,
  "symbols": ["Zr", "C", "O", "C", "C", "O", "C", "C", "O", "C", "H", "H", "H", "H", "H", "H", "H", "H", "H", "H", "H", "H", "H", "H", "F", "C", "F", "F", "S", "O", "O", "N", "S", "O", "O", "C", "F", "F", "F", "C", "C", "C", "C", "O", "H", "H", "H", "H", "H", "H", "H", "H", "H"],
  "xyz": [[0.0653, 0.4805, 0.3298], [3.3912, 0.6952, 0.3302], [2.2746, -0.0468, -0.2231], [2.4788, -0.3311, -1.6196], [1.3635, -1.2528, -2.0092], [0.1367, -0.5731, -1.6004], [-0.9295, -0.4633, -2.5822], [-1.6383, 0.8223, -2.2545], [-1.8454, 0.7999, -0.8225], [-3.1402, 1.3431, -0.4303], [4.2797, 0.0680, 0.2810], [3.1566, 0.9260, 1.3633], [3.5383, 1.6106, -0.2422], [3.4470, -0.8133, -1.7640], [2.4499, 0.6055, -2.1838], [1.4029, -2.2012, -1.4755], [1.3316, -1.4300, -3.0817], [-1.5819, -1.3298, -2.4773], [-0.4993, -0.4307, -3.5818], [-2.6000, 0.8693, -2.7637], [-1.0429, 1.7025, -2.5050], [-3.9197, 0.6725, -0.7874], [-3.2565, 2.3323, -0.8695], [-3.1623, 1.4073, 0.6506], [2.2489, -1.7115, 4.5173], [1.9931, -2.2868, 3.3731], [1.5402, -3.5009, 3.5234], [3.0470, -2.2625, 2.5800], [0.6886, -1.2802, 2.4975], [0.5018, -1.7435, 1.1130], [1.1348, 0.1244, 2.3669], [-0.5626, -1.4772, 3.3861], [-1.8954, -0.8855, 2.7777], [-2.8703, -0.6038, 3.7511], [-1.5350, 0.2401, 1.8554], [-2.5919, -2.2100, 1.6280], [-3.8940, -2.2152, 1.7507], [-2.0759, -3.3751, 1.9379], [-2.2694, -1.8989, 0.3582], [1.6675, 3.7001, 1.3063], [0.5469, 3.5821, 0.2863], [0.7242, 4.5375, -0.8771], [-0.8159, 3.7313, 0.9453], [0.6131, 2.2051, -0.2644], [1.6643, 4.6957, 1.7489], [2.6374, 3.5490, 0.8354], [1.5298, 2.9750, 2.1134], [0.6445, 5.5659, -0.5246], [-0.0496, 4.3772, -1.6283], [1.7035, 4.4106, -1.3372], [-0.8446, 4.6207, 1.5747], [-1.0500, 2.8855, 1.6055], [-1.6142, 3.8314, 0.2086]],
  "atomic_forces_ev_per_a": [[0.5, 0.6, -0.8], [0.1, 0.0, 0.0], [-0.2, 0.1, 0.0], [0.0, -0.1, 0.0], [0.0, -0.1, 0.1], [0.1, 0.1, 0.0], [-0.1, 0.0, 0.0], [0.0, -0.1, 0.0], [0.0, -0.1, 0.1], [-0.1, 0.1, 0.0], [0.0, 0.0, 0.0], [0.0, 0.0, 0.0], [0.0, 0.0, 0.0], [0.0, 0.0, 0.1], [0.0, 0.0, 0.0], [0.0, 0.0, 0.0], [0.0, 0.0, 0.0], [0.0, 0.0, 0.0], [0.0, 0.0, 0.0], [0.0, 0.0, 0.0], [0.0, 0.0, 0.0], [0.0, 0.0, 0.0], [0.0, 0.0, 0.0], [0.0, 0.0, 0.0], [0.0, 0.0, 0.1], [0.2, 0.1, 0.0], [-0.1, -0.1, 0.0], [0.1, 0.0, 0.0], [-0.2, -0.2, 0.2], [-0.2, -0.2, -0.3], [0.1, 0.4, -0.1], [0.2, -0.1, 0.0], [-0.3, 0.1, 0.4], [-0.1, 0.0, 0.0], [0.3, 0.0, -0.7], [0.0, 0.0, -0.1], [0.0, 0.0, 0.0], [0.0, 0.0, 0.0], [0.0, 0.0, 0.1], [-0.1, 0.0, 0.0], [0.1, 0.0, -0.1], [0.0, -0.1, 0.1], [-0.2, 0.1, 0.0], [-0.4, -0.8, 1.1], [0.0, 0.0, 0.0], [0.0, 0.0, 0.0], [0.1, 0.0, 0.0], [0.0, 0.0, 0.0], [0.0, 0.0, 0.0], [0.0, 0.0, 0.0], [0.0, 0.0, 0.0], [0.1, 0.0, 0.0], [0.0, -0.1, 0.0]]
}